[1]
ORCA calculation (ωB97M-V with the def2-TZVPD basis set) on an isolated molecule of C4H6O.

```
! RIJCOSX wB97M-V def2-TZVPD def2/J DEFGRID3
* xyz 0 1
C -1.784 0.311 0.031
O -0.514 0.550 0.589
C 0.427 -0.493 0.501
C 1.599 -0.049 -0.271
C 2.538 0.367 -0.898
H -1.771 -0.512 -0.696
H -2.104 1.221 -0.486
H -2.515 0.076 0.815
H 0.739 -0.784 1.512
H -0.005 -1.386 0.027
H 3.364 0.750 -1.455
*
```

* relative energy (zero: lowest compared OMol25 entry of this formula, charge and spin): 195.8 kJ/mol
* SMILES string: C#CCOC
* HOMO energy: -9.89 eV

[2]
ORCA calculation (ωB97M-V with the def2-TZVPD basis set) on a structure of composition C21H27ClN6O4PtSeSi in a non-equilibrium geometry.

```
! RIJCOSX wB97M-V def2-TZVPD def2/J DEFGRID3
* xyz 2 1
Pt -0.175 0.008 -0.214
Se 7.416 0.323 -0.326
N 6.216 0.558 0.954
C 5.038 0.388 0.409
C 3.795 0.513 1.154
C 3.734 0.794 2.518
C 2.497 0.871 3.126
C 1.352 0.684 2.372
N 1.392 0.430 1.062
C 2.602 0.331 0.454
C 2.597 -0.009 -0.954
N 1.383 -0.169 -1.532
C 1.286 -0.397 -2.836
C 2.425 -0.547 -3.621
C 3.671 -0.429 -3.053
C 3.769 -0.127 -1.690
C 5.026 0.077 -0.988
N 6.197 0.000 -1.569
H 4.651 0.934 3.076
H 2.401 1.078 4.183
H 0.384 0.743 2.850
H 0.297 -0.441 -3.256
H 2.302 -0.757 -4.674
H 4.575 -0.539 -3.638
N -1.482 1.139 1.115
C -2.954 1.249 0.868
C -3.525 -0.127 0.600
C -3.191 -1.160 1.694
C -2.147 -2.192 1.290
N -0.734 -1.673 1.226
H -1.393 0.735 2.043
H -1.055 2.063 1.122
H -3.114 1.929 0.036
H -3.390 1.687 1.770
H -3.148 -0.476 -0.359
H -4.603 -0.030 0.476
H -4.094 -1.714 1.947
H -2.887 -0.677 2.634
H -2.395 -2.609 0.321
H -2.130 -3.015 2.008
H -0.157 -2.442 0.883
H -0.412 -1.498 2.176
C -0.927 5.424 -2.540
Si -1.295 3.790 -3.351
C -3.118 3.564 -3.668
C -0.294 3.500 -4.894
C -0.815 2.443 -2.127
C -0.531 1.556 -1.355
H -1.154 6.239 -3.230
H 0.120 5.521 -2.249
H -1.542 5.563 -1.649
H -3.452 4.288 -4.416
H -3.712 3.726 -2.767
H -3.344 2.568 -4.052
H -0.530 4.282 -5.620
H -0.544 2.541 -5.351
H 0.782 3.531 -4.716
O -1.482 -0.957 -1.433
Cl -1.208 -2.420 -1.980
O -2.430 -3.068 -1.724
O -0.907 -2.283 -3.349
O -0.118 -2.937 -1.222
*
```

* relative energy (zero: lowest compared OMol25 entry of this formula, charge and spin): 125.2 kJ/mol
* HOMO energy: -14.88 eV

[3]
ORCA calculation (ωB97M-V with the def2-TZVPD basis set) on a structure of composition C5H7NO.

```
! RIJCOSX wB97M-V def2-TZVPD def2/J DEFGRID3
* xyz 0 1
O 1.375 1.432 -1.876
C 0.333 0.863 -1.642
C 0.066 0.156 -0.350
C 1.069 -0.396 0.669
N -0.265 -0.700 1.345
C -0.730 -1.123 -0.042
C -0.656 0.701 0.901
H -0.498 0.858 -2.383
H 1.636 -1.291 0.393
H 1.690 0.318 1.215
H -0.307 -2.078 -0.373
H -1.819 -1.101 -0.162
H -1.738 0.863 0.846
H -0.156 1.499 1.458
*
```

* relative energy (zero: lowest compared OMol25 entry of this formula, charge and spin): 340.3 kJ/mol
* HOMO energy: -9.18 eV

[4]
ORCA calculation (ωB97M-V with the def2-TZVPD basis set) on a structure of composition C74H52O12S2 in a non-equilibrium geometry.

```
! RIJCOSX wB97M-V def2-TZVPD def2/J DEFGRID3
* xyz 0 1
C -5.298 -0.566 -4.531
S -3.842 0.475 -5.155
O -4.335 1.824 -5.551
C -2.887 0.786 -3.579
H -4.994 -1.525 -4.111
H -5.921 -0.728 -5.410
H -5.828 0.136 -3.888
H -2.796 -0.188 -3.099
H -3.444 1.487 -2.958
H -1.872 1.090 -3.837
C -0.088 6.289 1.935
S 0.151 6.023 0.161
O -0.892 6.884 -0.538
C 1.560 7.206 -0.003
H -0.557 5.515 2.544
H -0.871 7.034 2.075
H 0.755 6.824 2.372
H 1.357 7.703 -0.952
H 2.481 6.633 -0.104
H 1.621 7.841 0.880
C 1.137 -5.969 -1.142
C 0.197 -6.849 -1.459
C -1.102 -6.680 -1.135
C -1.461 -5.648 -0.232
C -0.476 -4.690 0.148
C 0.841 -4.834 -0.395
C -0.869 -3.516 1.040
O -0.071 -2.638 1.295
C -2.212 -3.626 1.607
C -2.659 -2.584 2.595
C -3.914 -2.577 3.176
C -4.830 -3.553 2.744
C -4.427 -4.599 1.938
C -3.124 -4.684 1.352
C -2.765 -5.805 0.547
O -3.545 -6.701 0.415
H 2.117 -6.151 -1.556
H 0.469 -7.671 -2.103
H -1.806 -7.446 -1.426
H 1.606 -4.083 -0.268
H -1.944 -1.820 2.864
H -4.265 -1.787 3.824
H -5.805 -3.589 3.207
H -5.236 -5.226 1.593
C -2.137 -4.045 6.169
C -1.761 -4.859 7.192
C -0.463 -4.706 7.664
C 0.474 -3.805 6.993
C 0.022 -3.006 6.014
C -1.183 -3.177 5.521
C 0.768 -1.937 5.258
O 0.351 -1.233 4.360
C 2.267 -1.735 5.781
C 3.140 -0.869 5.121
C 4.407 -0.760 5.526
C 4.869 -1.552 6.531
C 4.022 -2.335 7.282
C 2.674 -2.496 6.892
C 1.856 -3.611 7.576
O 2.284 -4.417 8.444
H -3.105 -4.095 5.691
H -2.394 -5.624 7.615
H 0.019 -5.424 8.312
H -1.590 -2.511 4.775
H 2.667 -0.226 4.394
H 4.968 -0.141 4.843
H 5.931 -1.465 6.704
H 4.371 -2.891 8.139
C 2.406 -4.688 -2.803
C 3.296 -4.845 -1.745
C 3.802 -3.739 -1.015
C 3.427 -2.392 -1.343
C 2.493 -2.188 -2.374
C 1.984 -3.423 -3.070
C 1.950 -0.881 -2.693
O 1.179 -0.755 -3.667
C 2.369 0.301 -1.781
C 1.776 1.587 -1.965
C 2.307 2.654 -1.302
C 3.452 2.455 -0.469
C 4.018 1.293 -0.310
C 3.425 0.142 -0.884
C 4.011 -1.222 -0.647
O 4.914 -1.342 0.232
H 2.233 -5.613 -3.331
H 3.562 -5.875 -1.562
H 4.491 -3.845 -0.189
H 1.276 -3.191 -3.851
H 0.889 1.660 -2.576
H 1.826 3.613 -1.423
H 3.686 3.383 0.032
H 4.856 1.238 0.369
C -2.093 3.137 -2.533
C -1.496 4.258 -1.857
C -0.420 3.960 -1.033
C -0.106 2.653 -0.712
C -0.710 1.544 -1.379
C -1.795 1.839 -2.275
C -0.244 0.097 -1.042
O -0.646 -0.841 -1.588
C 0.503 0.001 0.352
C 0.721 -1.267 0.945
C 1.142 -1.427 2.266
C 1.581 -0.338 2.963
C 1.536 0.914 2.346
C 0.919 1.188 1.084
C 0.931 2.532 0.442
O 1.545 3.408 0.987
H -2.878 3.385 -3.233
H -1.908 5.254 -1.786
H -0.016 4.775 -0.451
H -2.385 1.084 -2.772
H 0.462 -2.208 0.483
H 1.257 -2.382 2.759
H 1.969 -0.436 3.967
H 1.916 1.791 2.849
C -4.272 5.688 -4.729
C -4.409 4.534 -5.472
C -3.454 3.526 -5.434
C -2.269 3.717 -4.631
C -2.186 4.967 -3.983
C -3.100 5.976 -4.113
C -0.830 5.465 -3.406
O -0.714 6.599 -2.986
C 0.338 4.553 -3.588
C 1.639 5.066 -3.257
C 2.662 4.104 -3.132
C 2.389 2.781 -3.368
C 1.238 2.399 -3.905
C 0.233 3.335 -4.171
C -1.091 2.817 -4.694
O -1.260 1.656 -5.145
H -5.019 6.447 -4.909
H -5.260 4.415 -6.126
H -3.710 2.612 -5.951
H -2.877 6.970 -3.754
H 1.734 6.071 -2.871
H 3.628 4.505 -2.861
H 3.188 2.056 -3.314
H 1.378 1.402 -4.296
*
```

* relative energy (zero: lowest compared OMol25 entry of this formula, charge and spin): 3614.1 kJ/mol
* HOMO energy: -7.20 eV

[5]
ORCA calculation (ωB97M-V with the def2-TZVPD basis set) on a cluster of 2 separate species, C2H5BrOS in total in a non-equilibrium geometry.

```
! RIJCOSX wB97M-V def2-TZVPD def2/J DEFGRID3
* xyz 0 1
C 0.986 0.108 -0.149
C -0.492 0.144 -0.259
O -1.150 -0.559 -1.166
S -1.413 1.462 0.352
Br -0.825 -1.993 1.795
H 1.312 0.251 0.879
H 1.372 -0.848 -0.503
H 1.414 0.905 -0.767
H -0.759 -1.433 -1.303
H -0.446 1.962 1.121
*
```

* relative energy (zero: lowest compared OMol25 entry of this formula, charge and spin): 83.2 kJ/mol
* HOMO energy: -8.13 eV

[6]
ORCA calculation (ωB97M-V with the def2-TZVPD basis set) on a cluster of 2 separate species, C5H13P in total in a non-equilibrium geometry.

```
! RIJCOSX wB97M-V def2-TZVPD def2/J DEFGRID3
* xyz 0 1
C 0.960 0.776 -1.181
C 1.649 0.647 1.212
C -0.796 -1.704 -0.038
C 0.515 0.950 0.243
C -1.062 -0.336 0.578
P -2.481 0.797 0.070
H 0.096 0.642 -1.875
H 1.482 -0.163 -1.332
H 1.443 1.766 -1.444
H 1.866 -0.421 1.226
H 1.414 0.747 2.210
H 2.460 1.411 1.082
H -0.645 -1.553 -1.099
H 0.046 -2.232 0.308
H -1.685 -2.379 0.363
H 0.160 1.877 0.425
H -1.169 -0.115 1.683
H -3.244 -0.241 -0.418
H -2.269 1.211 -1.362
*
```

* relative energy (zero: lowest compared OMol25 entry of this formula, charge and spin): 258.5 kJ/mol
* HOMO energy: -8.87 eV